Record 1
Here is C23H61N6O14Zn as an isolated structure in a non-equilibrium geometry from the Open Molecules 2025 dataset. Energies are from ωB97M-V/def2-TZVPD.

Values from the calculation:
HOMO level, Ha: -0.4063
Energy above the lowest of the compared OMol25 structures with the same formula, charge and spin, kcal per mole: 0.0
2S+1: 1
Molar mass, g mol⁻¹: 711.2
Charge: +1

Atoms and positions in Å:
Zn -2.162 -0.108 -1.057
O -0.606 3.286 0.819
O 0.564 -4.819 1.573
O -2.309 1.676 -1.919
O -2.123 1.501 2.729
O 0.674 -3.074 -3.174
O 4.862 1.368 3.285
O -3.326 -2.984 -5.300
O -4.791 -1.984 3.641
O 6.284 -1.392 0.258
O -3.151 -0.941 -2.917
O -1.166 0.726 0.577
O -0.437 -0.842 -1.753
O 0.174 5.749 -2.967
O 0.585 -0.551 -4.728
N -2.001 3.793 -1.785
N 3.990 2.288 5.131
N -1.831 -2.366 3.711
N 2.337 5.506 -3.565
N 0.163 -3.464 -0.170
N 6.341 0.801 -0.188
C -2.548 2.787 -2.429
C -0.479 3.208 2.241
C -3.264 3.066 -3.749
C -2.302 -2.024 -4.957
C 0.950 3.546 -3.129
C 3.873 1.700 3.937
C -2.067 -3.093 5.022
C 2.518 1.359 3.399
C -2.866 -0.786 -4.315
C 5.692 -0.331 0.120
C -2.326 -3.346 2.624
C 4.192 -0.249 0.354
C 1.693 -2.610 -4.030
C 1.125 -1.814 -5.133
C -3.946 -1.026 4.282
C -0.363 -2.196 3.502
C -2.561 -1.036 3.678
C 0.939 -3.907 0.826
C 1.133 5.027 -3.230
C 2.193 -3.158 1.167
C 0.175 0.367 0.380
C 0.572 -0.157 -1.020
C -1.832 2.888 2.865
H -1.710 -2.427 5.807
H 5.812 1.648 -0.287
H 0.802 1.241 0.590
H -1.964 1.234 1.806
H 0.011 4.068 2.693
H 2.508 1.673 2.359
H 2.436 6.491 -3.743
H 3.716 -0.558 -0.576
H -4.762 -1.842 2.690
H -3.708 -0.358 -4.865
H 3.904 -0.854 1.208
H -4.308 3.233 -3.482
H -3.287 -3.715 2.959
H 0.967 3.163 -2.106
H 0.310 -2.344 -2.653
H -1.957 -0.280 4.187
H 0.964 0.667 -1.628
H -4.414 -0.053 4.108
H 1.795 -1.641 -5.979
H -2.589 3.553 2.443
H -0.781 2.357 0.564
H 2.322 -3.374 -4.499
H -1.549 -2.551 -4.365
H 0.157 -3.115 3.756
H 2.746 -2.913 0.260
H -1.863 -1.754 -5.919
H -3.825 -3.084 -4.482
H -2.087 -0.016 -4.326
H -0.012 -1.468 4.237
H 0.139 2.333 2.478
H 0.316 -0.552 -3.797
H 0.484 -0.449 1.052
H -2.858 3.922 -4.279
H -0.650 -4.002 -0.416
H 2.712 -3.888 1.784
H -2.617 -0.595 2.680
H -2.317 -2.757 1.709
H -1.597 3.456 -0.916
H 7.345 0.795 -0.235
H 4.911 2.380 5.527
H 2.457 0.269 3.413
H -1.588 -4.141 2.504
H 1.706 1.752 4.011
H -1.307 -3.874 5.015
H -1.722 3.120 3.927
H 0.381 -2.626 -0.683
H -0.160 -1.777 2.521
H 2.452 -2.064 -3.453
H 3.184 2.596 5.642
H 3.878 0.757 0.641
H 2.011 -2.241 1.727
H -3.728 -1.715 -2.877
H -3.079 -3.472 5.069
H -3.955 -1.123 5.367
H 3.106 4.885 -3.736
H 1.391 -0.870 -0.864
H 0.079 3.074 -3.578
H -3.136 2.133 -4.294
H 1.752 2.963 -3.600
H -2.136 4.747 -2.074
H 0.338 -2.398 -5.627


Record 2
Here is a 10-piece molecular cluster, C23H63BFIN19O12 overall in a non-equilibrium geometry from the Open Molecules 2025 dataset. Energies are from ωB97M-V/def2-TZVPD.

Values from the calculation:
HOMO level, Ha: -0.4076
2S+1: 1
Molar mass, g mol⁻¹: 954.6
Charge: +1

Atoms and positions in Å:
I 3.191 -6.073 -0.154
F 1.316 -0.907 -1.191
O 2.611 10.002 -0.691
O -2.523 -6.354 -0.741
O 2.001 1.919 -5.957
O 4.212 3.153 -1.453
O -5.764 -0.680 -0.975
O -3.537 0.496 0.000
O -4.795 -0.042 8.518
O -9.703 -1.288 -4.160
O 3.554 0.621 3.245
O 5.810 -1.445 -5.473
O -3.073 1.226 2.202
O 4.523 -0.202 7.277
N -0.234 -0.032 0.215
N -7.375 -0.919 -2.550
N 2.875 7.759 -0.853
N 4.631 9.188 -1.310
N 4.569 4.650 -3.113
N 7.675 -0.594 -4.506
N -11.855 -1.556 -4.808
N -6.458 -0.982 7.302
N 3.032 0.275 -4.791
N 5.296 5.085 -0.971
N 7.172 -0.111 -6.698
N -5.656 0.565 -2.865
N -4.105 -7.372 -1.997
N -3.159 -5.402 -2.705
N 4.861 0.360 9.445
N -5.366 0.898 6.537
N -10.600 -3.370 -4.165
N 5.801 1.608 7.758
N 1.315 1.480 -3.841
C -0.359 -2.288 0.041
C 3.322 9.049 -0.934
C 4.286 0.084 2.150
C -10.657 -2.023 -4.364
C 6.818 -0.762 -5.554
C -6.240 -0.368 -2.064
C -3.326 0.294 3.297
C 3.507 0.240 0.826
C 1.019 -5.961 -0.287
C 0.299 1.341 0.011
C 4.662 4.224 -1.823
C 2.795 1.615 0.689
C -3.215 -6.374 -1.747
C 0.338 -1.002 -0.386
C 1.321 1.623 1.175
C 0.554 -4.596 0.321
C 2.113 1.266 -4.937
C 5.028 0.539 8.105
C -5.491 -0.043 7.523
C 3.904 -0.113 4.447
C -1.795 -1.735 0.253
C -0.115 -3.621 -0.715
C -1.371 -0.448 1.064
B -2.704 0.473 1.096
H 5.676 5.969 -1.251
H -6.578 -1.689 8.006
H 3.428 2.367 1.176
H 0.029 -2.475 1.066
H 0.796 1.415 -0.963
H 1.919 7.626 -0.580
H -9.730 -3.749 -3.838
H 8.508 -0.039 -4.551
H 1.186 0.908 2.004
H -12.651 -2.140 -4.982
H 4.932 5.526 -3.439
H -4.665 1.605 6.667
H 3.139 -0.271 -3.957
H 6.564 -0.214 -7.490
H -7.043 -1.000 6.489
H 2.803 -0.611 0.788
H -0.490 2.096 0.105
H 5.266 0.956 10.142
H 4.108 4.040 -3.766
H -11.370 -3.991 -4.326
H -2.402 0.261 3.896
H 3.637 0.086 -5.573
H 7.445 -1.061 -3.647
H -3.606 -0.715 2.945
H 6.225 2.229 8.422
H 4.383 -1.009 2.321
H -6.024 0.840 -3.757
H 5.328 0.456 2.090
H 4.934 -0.502 4.405
H 3.173 -0.931 4.540
H 4.990 10.123 -1.379
H 4.297 -0.418 9.737
H -5.930 0.916 5.709
H 1.465 -4.062 0.646
H -4.151 0.704 3.889
H 0.641 -6.771 0.347
H 4.222 0.161 -0.010
H 0.684 -6.085 -1.321
H -2.362 -2.494 0.810
H 3.443 6.955 -1.048
H -1.073 -4.020 -1.083
H -4.812 0.994 -2.530
H 3.876 0.582 5.288
H -7.831 -1.608 -1.982
H -3.722 -5.405 -3.535
H 0.625 2.206 -3.913
H -4.174 -8.106 -1.314
H 5.946 1.771 6.778
H -7.784 -0.678 -3.436
H 2.770 1.871 -0.380
H 1.093 2.616 1.595
H 7.995 0.454 -6.786
H 0.568 -3.495 -1.572
H -4.684 -7.412 -2.814
H -0.056 -4.709 1.231
H -2.199 -1.541 -0.750
H -0.978 -0.715 2.058
H -2.515 -4.648 -2.559
H 5.382 4.801 -0.011
H -4.277 -0.141 0.147
H 1.390 0.957 -2.991
H 5.237 8.418 -1.515
H -11.932 -0.567 -4.965


Record 3
Here is C23H63ClGaIN5O5S as an isolated structure from the Open Molecules 2025 dataset. Energies are from ωB97M-V/def2-TZVPD.

Values from the calculation:
HOMO level, Ha: -0.1886
2S+1: 1
Molar mass, g mol⁻¹: 753.9
Charge: -1

Atoms and positions in Å:
I -2.072 -1.821 -1.822
Ga -2.319 2.610 -0.604
Cl -2.787 3.508 -2.636
S -0.024 2.360 -0.494
O 4.591 3.689 0.132
O -5.523 -4.310 7.326
O -5.842 -0.514 1.082
O 2.207 -3.771 -1.835
O 9.810 4.207 -0.772
N 7.820 2.340 -1.856
N 2.998 4.115 -2.277
N -6.476 -2.692 -0.748
N -6.452 -3.802 4.596
N -0.006 -4.976 -3.321
C 3.566 6.304 -1.376
C 1.121 -4.320 -3.990
C 9.587 2.587 -3.506
C -3.185 0.802 -0.653
C -6.689 -2.810 0.696
C -6.788 -2.913 5.708
C -5.933 -1.654 5.620
C 11.186 4.000 -0.999
C 3.500 -4.324 -1.773
C 8.517 3.309 -2.695
C -4.381 -0.050 -2.777
C -4.466 -3.545 7.868
C -8.174 -2.665 1.006
C -5.800 -1.864 1.507
C 1.803 -3.276 -3.101
C -6.859 0.284 1.636
C 5.664 4.544 0.433
C 2.067 -5.377 -4.547
C -3.069 0.128 -2.011
C 9.036 4.522 -1.916
C -6.725 -3.609 7.072
C 2.863 4.978 -1.104
C 3.298 4.284 0.189
H 0.324 -5.318 -2.422
H -7.836 -2.619 5.577
H -6.385 -3.822 0.984
H 3.942 3.740 -2.296
H 2.667 -2.835 -3.617
H -8.345 -2.627 2.084
H 3.836 -4.247 -0.739
H 5.997 5.128 -0.433
H -5.125 0.630 -2.358
H 1.794 5.174 -0.979
H 2.981 -4.928 -4.943
H -6.045 -1.938 2.573
H -7.098 -4.584 4.566
H -5.537 -4.208 4.770
H -8.580 -1.757 0.557
H -6.910 -2.882 7.876
H 6.996 2.750 -1.428
H 9.610 5.184 -2.580
H -8.726 -3.509 0.590
H 7.777 3.710 -3.397
H -2.353 0.628 -2.658
H 3.040 6.844 -2.163
H -3.813 -4.233 8.404
H -6.566 -1.710 -0.999
H 4.199 -3.768 -2.409
H 2.592 3.477 0.382
H -7.515 -4.364 7.112
H -6.058 -1.024 6.502
H 6.498 3.924 0.768
H -4.258 0.199 -3.831
H 8.177 5.081 -1.540
H 5.409 5.248 1.234
H -2.752 0.210 0.151
H 3.597 6.931 -0.481
H -4.845 -2.795 8.571
H 11.565 4.682 -1.769
H 4.590 6.145 -1.718
H 1.086 -2.480 -2.892
H 2.384 3.313 -2.170
H 8.426 2.067 -1.089
H 3.260 4.982 1.037
H 10.214 3.290 -4.059
H 11.414 2.976 -1.307
H -6.208 -1.074 4.740
H -4.760 -2.174 1.376
H -2.822 3.605 0.519
H -4.244 0.916 -0.410
H -4.875 -1.902 5.522
H 3.528 -5.376 -2.072
H -3.881 -3.032 7.101
H -5.509 -2.921 -0.961
H -6.520 1.319 1.589
H -7.807 0.202 1.095
H 1.575 -5.932 -5.344
H -4.782 -1.061 -2.716
H -0.696 -4.263 -3.105
H 11.703 4.205 -0.062
H 0.702 -3.762 -4.835
H 9.116 1.906 -4.213
H -7.045 0.018 2.685
H 0.257 2.491 -1.795
H 10.231 1.990 -2.858
H 2.346 -6.095 -3.774


Record 4
Here is C23H64B3N7O6P2Si as an isolated structure in a non-equilibrium geometry from the Open Molecules 2025 dataset. Energies are from ωB97M-V/def2-TZVPD.

Values from the calculation:
HOMO level, Ha: -0.3062
2S+1: 1
Molar mass, g mol⁻¹: 657.3
Charge: 0

Atoms and positions in Å:
P 2.784 -5.045 -0.111
P 2.258 5.559 -2.203
Si -1.398 1.331 -0.520
O -4.461 -4.402 1.810
O 2.656 -5.267 -1.584
O -1.420 -0.336 -0.538
O 1.204 5.047 -1.274
O -4.102 -4.055 -0.495
O -2.752 -2.911 1.157
N 4.322 -5.791 0.158
N -7.025 -3.090 -0.377
N 1.477 7.000 -2.758
N 3.523 5.954 -1.114
N 2.913 -3.339 -0.019
N 2.299 -5.293 1.541
N 3.244 5.460 -3.631
C -6.571 -4.340 0.334
C 1.830 -2.605 -0.670
C -2.686 2.063 0.645
C 3.856 4.110 -3.744
C 5.472 -5.026 0.599
C -2.256 -2.473 -1.306
C -1.718 2.096 -2.207
C -3.764 -0.531 4.957
C -3.250 -1.239 3.692
C 0.022 7.004 -2.645
C 2.008 8.317 -2.466
C -4.303 -2.217 3.142
C 2.601 5.739 -4.931
C -6.235 0.128 4.477
C 0.325 1.866 -0.032
C 0.830 -5.110 1.680
C 4.660 6.803 -1.414
C 3.940 4.867 -0.230
C -4.772 0.593 4.699
C -2.458 -0.948 -1.291
C 3.395 -2.586 1.123
C 2.622 -6.592 2.164
C 4.722 -6.778 -0.839
B -3.797 -3.188 2.026
B -3.068 -3.184 -0.170
B -5.010 -4.288 0.533
H 2.120 8.502 -1.390
H 0.738 1.238 0.759
H -4.228 -1.247 5.642
H 4.564 4.085 -4.570
H 1.685 5.162 -5.080
H 4.682 4.208 -0.703
H -2.623 -2.830 -2.270
H 0.523 -4.133 1.300
H -2.376 -1.816 4.000
H 2.966 8.476 -2.965
H -6.484 -2.326 0.024
H 3.299 5.490 -5.732
H 5.179 7.043 -0.484
H 0.543 -5.148 2.730
H -3.628 2.262 0.135
H 3.104 3.332 -3.904
H 6.346 -5.677 0.672
H -2.310 2.972 1.114
H 5.719 -4.199 -0.079
H 5.323 -4.638 1.609
H -6.922 -5.224 -0.195
H 5.473 -7.446 -0.408
H 3.685 -6.685 2.355
H -2.490 -0.594 -2.325
H 0.359 2.922 0.231
H 4.351 -2.946 1.487
H 3.878 -7.396 -1.137
H -4.473 1.247 3.878
H -0.393 7.738 -3.341
H 5.391 6.331 -2.086
H 4.411 3.861 -2.837
H 4.382 5.271 0.683
H -0.393 6.036 -2.918
H -6.643 -3.156 -1.318
H -4.786 1.221 5.593
H 2.166 -1.609 -0.969
H 0.957 1.722 -0.912
H -3.007 -0.486 2.943
H 2.125 -6.653 3.134
H 2.370 6.794 -5.039
H -6.521 0.326 3.442
H 1.347 9.083 -2.875
H -3.430 -0.683 -0.848
H 4.370 7.754 -1.845
H 1.498 -3.111 -1.576
H 0.269 -5.875 1.136
H -0.947 1.829 -2.933
H -6.912 0.684 5.122
H 3.086 4.260 0.068
H -2.677 1.791 -2.631
H -0.320 7.249 -1.633
H -5.118 -1.638 2.684
H 2.298 -7.442 1.558
H -7.032 -4.297 1.321
H 5.142 -6.318 -1.741
H -6.359 -0.942 4.635
H -1.185 -2.671 -1.241
H 2.689 -2.573 1.965
H -2.915 -0.111 5.503
H 0.962 -2.486 -0.008
H -1.707 3.183 -2.098
H -2.838 1.350 1.461
H 3.561 -1.550 0.820
H -4.765 -2.823 3.924


| no. | Kohn-Sham gap (Ha) |
| --- | --- |
| 1 | 0.2679 |
| 2 | 0.3180 |
| 3 | 0.2668 |
| 4 | 0.3207 |